{
  "formula": "C34H59N5O4P",
  "method": "ωB97M-V/def2-TZVPD",
  "total_charge": 1,
  "total_energy_ev": -61135.1827,
  "molar_mass_g_mol": 632.85,
  "elements": ["C", "C", "C", "C", "C", "C", "C", "C", "C", "C", "C", "O", "C", "C", "O", "C", "C", "C", "C", "C", "N", "C", "N", "C", "C", "C", "C", "O", "C", "O", "N", "C", "C", "P", "N", "H", "H", "H", "H", "H", "H", "H", "H", "H", "H", "H", "H", "H", "H", "H", "H", "H", "H", "H", "H", "H", "H", "H", "H", "H", "H", "H", "H", "H", "H", "H", "H", "H", "H", "H", "H", "H", "H", "H", "H", "H", "C", "C", "C", "N", "C", "C", "C", "C", "C", "H", "H", "H", "H", "H", "H", "H", "H", "H", "H", "H", "H", "H", "H", "H", "H", "H", "H"],
  "coordinates": [[2.2537, -1.9891, -3.4428], [2.6660, -0.6130, -2.8080], [2.3438, -0.5543, -1.2899], [1.7202, 0.7835, -0.8273], [1.8351, 0.9344, 0.7273], [0.4506, 0.9372, 1.4390], [-0.1051, -0.5104, 1.6686], [-1.0508, -0.8440, 0.4982], [-1.7064, -2.2481, 0.6114], [-2.5028, -2.4443, -0.6747], [-1.9162, -3.1574, -1.7723], [-0.6548, -3.6702, -1.5833], [-0.6538, -5.0747, -1.2882], [0.3767, -5.3283, -0.1631], [-0.2716, -5.8554, 0.9968], [0.2548, -5.3237, 2.2000], [-0.2391, -6.2300, 3.3427], [-2.6155, -3.2876, -2.9293], [-1.9264, -4.0358, -4.0758], [-1.8862, -3.2307, -5.3682], [-1.0253, -2.3095, -5.5320], [-3.9296, -2.7561, -3.0848], [-4.5461, -2.9548, -4.2863], [-5.7265, -2.3899, -4.3263], [-6.3175, -1.6515, -3.2577], [-7.6891, -1.0240, -3.4639], [-7.7294, 0.4257, -2.9025], [-8.1816, 1.3645, -3.9053], [-7.3755, 2.4511, -4.0278], [-6.9879, 3.1432, -3.1207], [-5.7431, -1.4935, -2.0920], [-4.5090, -2.0676, -2.0091], [-3.7712, -1.9234, -0.7836], [-4.6105, -1.0054, 0.5924], [-6.0810, -1.5437, 0.8263], [1.3385, -1.8896, -4.0420], [2.0375, -2.7159, -2.6447], [3.0643, -2.4199, -4.0452], [2.1951, 0.1840, -3.3986], [3.7533, -0.5411, -2.9703], [3.2865, -0.7205, -0.7485], [1.6121, -1.3519, -1.0833], [0.6805, 0.9163, -1.1536], [2.3057, 1.5956, -1.2938], [2.3914, 0.0722, 1.1246], [2.3343, 1.8815, 1.0008], [0.4315, 1.5373, 2.3624], [-0.2515, 1.4376, 0.7495], [0.7218, -1.2351, 1.7163], [-0.6434, -0.5157, 2.6304], [-1.8317, -0.0776, 0.3803], [-0.4399, -0.8789, -0.4165], [-0.9266, -3.0180, 0.6965], [-2.3274, -2.3425, 1.5070], [-0.3495, -5.6881, -2.1508], [-1.6298, -5.4059, -0.9048], [0.9394, -4.4134, 0.0905], [1.1324, -6.0778, -0.4643], [-0.0747, -4.2854, 2.3912], [1.3608, -5.3391, 2.1853], [-1.3256, -6.1191, 3.4621], [0.2624, -5.9876, 4.2891], [-0.0598, -7.2747, 3.0534], [-2.3821, -5.0297, -4.1941], [-0.8792, -4.2042, -3.7899], [-2.6058, -3.4847, -6.1621], [-1.1835, -1.9433, -6.4741], [-6.2888, -2.4680, -5.2620], [-8.4214, -1.6000, -2.8764], [-8.0039, -1.0758, -4.5123], [-8.4450, 0.4659, -2.0713], [-6.7458, 0.7274, -2.5236], [-7.0629, 2.6832, -5.0665], [-4.5548, 0.3807, 0.2970], [-3.9041, -1.1915, 1.7998], [-6.7074, -0.7537, 0.6813], [5.0427, 7.1419, 6.0504], [5.9716, 6.4038, 5.0830], [5.4677, 6.3683, 3.6401], [4.6743, 5.1317, 3.2738], [3.5114, 4.9189, 4.1879], [4.1624, 5.2926, 1.8378], [5.2421, 4.6717, 0.9804], [5.6096, 3.4334, 1.7794], [5.5764, 3.8880, 3.2336], [4.1338, 6.5822, 6.2681], [5.5519, 7.3094, 6.9990], [4.7550, 8.1161, 5.6523], [6.1915, 5.4036, 5.4635], [6.9192, 6.9455, 5.0766], [6.3136, 6.3922, 2.9541], [4.8346, 7.2297, 3.4273], [2.9241, 5.8340, 4.2193], [3.8829, 4.6538, 5.1737], [2.9126, 4.0973, 3.8003], [3.2304, 4.7356, 1.7509], [3.9791, 6.3451, 1.6337], [6.0989, 5.3412, 0.8808], [4.8888, 4.4319, -0.0208], [6.5820, 3.0322, 1.4997], [4.8709, 2.6455, 1.6189], [6.5645, 4.1684, 3.5895], [5.1561, 3.1299, 3.8897]],
  "mulliken_charge": [-0.64, -0.67, -0.01, -0.96, 0.13, -1.08, -0.42, -0.02, -0.09, -0.17, -0.48, -0.03, -0.63, -0.68, -0.36, 0.16, -1.34, 0.47, -1.00, -0.20, -0.54, 0.68, -0.47, -0.93, 0.70, -0.67, -0.43, -0.33, 0.16, -0.47, -0.33, 0.11, 0.67, 0.51, -0.84, 0.10, 0.07, 0.40, 0.40, 0.27, 0.47, -0.36, 0.52, 0.51, 0.50, -0.43, 0.39, 0.46, 0.29, 0.33, 0.45, -0.32, -1.07, 0.58, 0.32, 0.44, 0.26, 0.41, 0.05, 0.32, 0.31, 0.38, 0.33, 0.29, 0.36, 0.39, 0.25, 0.36, 0.29, 0.40, 0.22, 0.46, 0.37, 0.09, 0.09, 0.24, -1.27, -0.49, -0.71, 0.37, -1.22, -0.60, -0.61, -0.34, -0.60, 0.32, 0.39, 0.33, 0.31, 0.42, 0.36, 0.51, 0.38, 0.41, 0.48, 0.43, 0.28, 0.31, 0.43, 0.37, 0.10, 0.30, 0.34]
}